Formula: C14H25DyNO2
Source: the Open Molecules 2025 dataset
Level of theory: ωB97M-V/def2-TZVPD

ORCA input file:
```
! RIJCOSX wB97M-V def2-TZVPD def2/J DEFGRID3
* xyz 3 6
C -3.48 1.41 0.91
C -3.10 0.30 0.70
C -2.63 -1.05 0.43
C -1.10 -0.96 0.12
O -1.02 -0.85 -1.23
C 0.32 -0.63 -1.73
C 0.74 0.85 -1.94
C 2.17 1.05 -1.36
C -0.29 1.88 -1.43
C -1.48 1.95 -2.45
C 0.28 3.30 -1.29
O -0.36 -2.10 0.65
C 0.74 -1.69 1.49
C 0.31 -1.54 2.93
C 0.16 -0.33 3.47
C 1.90 -2.75 1.39
N 3.13 -2.15 0.95
H -3.55 2.45 1.14
H -2.85 -1.71 1.31
H -3.18 -1.39 -0.46
H -0.75 -0.08 0.66
H 1.06 -1.16 -1.14
H 0.34 -1.12 -2.70
H 0.83 1.02 -3.01
H 2.69 0.10 -1.20
H 2.18 1.60 -0.42
H 2.78 1.58 -2.09
H -0.74 1.62 -0.47
H -1.20 1.53 -3.41
H -1.81 2.99 -2.53
H -2.33 1.38 -2.07
H 1.18 3.35 -0.68
H 0.46 3.77 -2.25
H -0.47 3.90 -0.77
H 1.16 -0.72 1.18
H 0.11 -2.44 3.50
H 0.15 0.55 2.84
H 0.03 -0.18 4.54
H 1.59 -3.55 0.70
H 2.07 -3.19 2.37
H 3.05 -1.32 0.34
H 3.78 -1.94 1.72
Dy -2.88 -3.73 1.28
*
```

highest occupied orbital energy (spin up / spin down) = -18.29 / -18.29 eV
LUMO level (spin up / spin down) = -12.733 / -13.854 eV

=====

Formula: C14H25FeI2OP2
Source: the Open Molecules 2025 dataset
Level of theory: ωB97M-V/def2-TZVPD

ORCA input file:
```
! RIJCOSX wB97M-V def2-TZVPD def2/J DEFGRID3
* xyz 2 6
I -3.07 1.24 -5.76
I -0.69 0.04 -6.64
Fe 0.05 0.24 -0.73
P 0.95 2.24 -1.13
C 0.69 3.15 -2.68
C 0.35 3.41 0.13
H 0.95 4.34 0.09
H 3.13 3.29 -1.03
H 0.44 2.96 1.13
H 3.13 1.73 -0.15
H -0.39 3.30 -2.84
H -0.70 3.64 -0.08
C 2.78 2.25 -1.04
H 1.21 4.12 -2.63
H 3.17 1.74 -1.93
H 1.08 2.56 -3.52
P -0.98 -1.71 -0.68
C -1.88 -2.36 -2.13
C 0.25 -3.03 -0.36
H -1.76 -1.58 1.61
H -2.56 -2.91 0.70
H -3.04 -1.19 0.42
C -2.21 -1.87 0.65
H 0.83 -2.79 0.54
H -0.29 -3.97 -0.20
H -2.28 -3.36 -1.90
H -1.21 -2.41 -2.99
H 0.91 -3.11 -1.22
H -2.70 -1.68 -2.38
C -0.49 0.35 -2.45
O -1.01 0.47 -3.49
C 1.24 0.10 0.93
C 0.62 -0.39 2.20
C -0.41 0.33 2.84
C -0.90 -0.09 4.07
C -0.39 -1.24 4.69
C 0.63 -1.96 4.06
C 1.14 -1.55 2.83
H 1.72 1.08 1.12
H 2.00 -0.61 0.56
H -0.81 1.23 2.34
H -1.70 0.48 4.55
H -0.79 -1.56 5.65
H 1.02 -2.87 4.52
H 1.96 -2.09 2.35
*
```

highest occupied orbital energy (spin up / spin down) = -12.20 / -13.59 eV
LUMO level (spin up / spin down) = -7.301 / -9.775 eV
ΔE to the lowest compared entry with this formula, charge and spin = 0.0 kcal/mol

=====

Formula: C14H25N3O3Ti
Source: the Open Molecules 2025 dataset
Level of theory: ωB97M-V/def2-TZVPD

ORCA input file:
```
! RIJCOSX wB97M-V def2-TZVPD def2/J DEFGRID3
* xyz 2 3
C 3.81 6.77 -3.14
C 3.29 7.36 -4.26
H 4.83 7.02 -2.87
H 3.24 6.12 -2.50
C 1.97 7.04 -4.74
C 1.17 6.16 -4.08
H 1.54 5.60 -3.25
H 0.16 5.97 -4.47
C 4.14 8.35 -5.01
H 5.08 8.51 -4.45
H 3.65 9.33 -5.12
H 4.40 8.00 -6.02
C 1.46 7.70 -6.00
H 2.14 7.54 -6.84
H 1.34 8.78 -5.86
H 0.48 7.27 -6.25
Ti 0.34 0.48 -0.01
O 0.75 2.09 -0.91
C 0.24 3.28 -1.03
O -1.42 1.27 0.15
C -1.77 2.50 0.10
O -2.88 2.89 0.61
N -1.02 3.49 -0.46
C -2.92 4.37 0.49
C -1.68 4.80 -0.21
H -2.97 4.77 1.50
H -3.83 4.61 -0.07
H -1.06 5.43 0.43
H -1.89 5.31 -1.15
C 0.92 4.37 -1.60
C 2.30 4.35 -1.65
H 0.25 5.15 -1.93
H 2.81 3.41 -1.93
H 2.90 5.13 -1.21
N 0.72 0.08 1.99
C 0.38 -1.33 2.38
C -0.80 -1.79 1.56
N -0.61 -1.39 0.14
H 1.65 0.36 2.32
H 0.08 0.72 2.47
H 1.27 -1.95 2.22
H 0.16 -1.34 3.45
H -0.89 -2.88 1.61
H -1.74 -1.37 1.93
H -0.06 -2.11 -0.35
H -1.50 -1.36 -0.38
*
```

highest occupied orbital energy (spin up / spin down) = -11.91 / -11.91 eV
LUMO level (spin up / spin down) = -8.059 / -7.830 eV

=====

Formula: C14H25N5O6PdS
Source: the Open Molecules 2025 dataset
Level of theory: ωB97M-V/def2-TZVPD

ORCA input file:
```
! RIJCOSX wB97M-V def2-TZVPD def2/J DEFGRID3
* xyz 0 3
O 0.24 -1.16 -4.08
H 0.17 -1.19 -5.05
Pd 0.29 0.07 -0.95
N 1.71 -1.29 -1.56
N -0.43 -1.83 -0.30
N 0.94 2.07 -0.67
N -1.10 0.96 0.31
O 2.90 -1.02 -1.79
O 2.11 2.45 -0.99
O -2.09 0.32 0.93
O -1.34 -2.05 0.60
C 0.14 -2.90 -0.90
C 1.31 -2.60 -1.62
C 0.13 2.90 0.00
C -1.00 2.26 0.60
C 2.07 -3.58 -2.43
H 1.94 -3.39 -3.50
H 1.72 -4.60 -2.22
H 3.14 -3.51 -2.19
C -0.50 -4.22 -0.67
H -1.47 -4.31 -1.18
H -0.68 -4.39 0.40
H 0.13 -5.03 -1.04
C 0.44 4.34 0.15
C -1.90 2.93 1.61
H 1.10 4.72 -0.64
H 0.93 4.56 1.11
H -0.49 4.91 0.12
H -2.65 2.21 1.97
H -2.42 3.82 1.21
H -1.32 3.29 2.49
H 2.08 1.32 -2.22
H -1.86 -0.69 0.75
C -1.24 -0.26 -2.57
H -1.19 -1.21 -3.12
H -1.04 0.58 -3.26
H -2.18 -0.10 -2.01
O 1.40 0.84 -2.82
H 0.86 -0.46 -3.79
H 1.01 1.50 -3.52
S 1.84 -0.28 1.39
C 0.73 0.06 2.59
N -0.40 -0.70 2.75
C -1.27 -0.51 3.78
C -1.09 0.54 4.65
C -0.02 1.42 4.46
C 0.89 1.17 3.44
H -0.57 -1.48 2.09
H -2.08 -1.24 3.83
H -1.81 0.68 5.46
H 0.12 2.28 5.12
H 1.77 1.79 3.26
*
```

highest occupied orbital energy (spin up / spin down) = -6.46 / -7.22 eV
LUMO level (spin up / spin down) = -0.585 / -1.395 eV